Record 1
92
Properties=species:S:1:pos:R:3:forces:R:3:lowdin_charge:R:1 method="wB97M-V/def2-TZVPD" homo_lumo_gap_ev=2.463 mol_weight_g_mol=736.64 relative_energy_kcal_mol=165.0 max_force_ev_per_a=3.072 total_charge=0
C 0.56598 3.83464 -4.35569 -0.21 -0.23 0.19 -0.032
C -0.57240 3.58287 -3.36552 0.09 1.80 1.67 -0.460
H 0.50695 3.16404 -5.20578 0.04 -0.38 -0.28 0.058
H 1.54548 3.70734 -3.87458 -0.14 0.04 -0.14 0.067
H 0.48394 4.84528 -4.75983 0.09 -0.06 0.20 0.074
C -1.69976 4.42501 -3.36237 0.30 0.18 0.89 -0.228
C -2.34428 4.94061 -4.58782 -0.31 -0.05 -0.24 -0.209
H -2.14605 4.67818 -2.39811 -0.01 -0.17 -0.27 0.057
H -2.09818 4.32046 -5.46600 -0.10 0.26 0.02 0.059
H -2.11792 5.99364 -4.82067 -0.03 0.04 -0.28 0.042
H -3.43025 4.87057 -4.44444 -0.07 0.16 -0.38 0.047
In 1.77728 -0.90778 0.01946 -0.43 -0.39 1.76 0.228
Cl 3.77103 0.20021 0.75087 0.12 -0.50 -0.17 0.019
C -2.40654 0.05340 2.15986 -0.62 0.00 -0.69 -0.342
O -3.34083 -0.48697 1.55157 0.74 0.21 0.72 -0.037
N -2.52512 0.67889 3.34919 -0.19 -0.13 0.14 -0.171
C -3.79683 0.64968 4.05918 0.21 0.23 -0.07 -0.038
C -1.50606 1.61264 3.80804 -0.10 -0.12 0.06 -0.050
H -1.36480 0.03883 1.78366 -0.82 0.32 0.02 0.067
H -4.38135 -0.20200 3.70450 0.08 0.21 0.05 0.085
H -4.35788 1.58161 3.89694 0.04 -0.21 -0.02 0.094
H -3.59759 0.55585 5.13330 -0.06 -0.03 -0.15 0.084
H -0.60770 1.47010 3.19798 -0.20 0.23 0.14 0.081
H -1.26381 1.41484 4.85988 -0.05 0.03 -0.20 0.066
H -1.86099 2.65095 3.72179 0.15 -0.30 -0.10 0.082
H 1.36132 -4.49532 2.15654 0.27 -0.08 -0.40 0.093
H 4.17303 -4.27383 2.83994 0.03 -0.24 -0.46 0.091
C 1.84991 -5.07540 1.35269 -0.27 -0.08 0.11 0.010
C 4.28454 -4.80757 1.87803 0.11 -0.29 0.12 -0.015
N 3.15665 -4.52230 0.99586 0.08 1.03 -0.31 -0.149
H 1.18335 -5.12194 0.48055 0.34 0.16 0.28 0.110
C 3.30553 -3.52137 0.13647 -1.54 -0.01 -0.08 -0.232
O 2.32321 -2.96289 -0.46296 1.05 -0.45 0.69 -0.117
H 5.18668 -4.45836 1.36534 -0.03 -0.23 0.36 0.099
H 4.33403 -3.20328 -0.04702 -0.03 0.12 0.05 0.151
H 2.03465 -6.08667 1.72722 -0.13 0.15 -0.11 0.098
H 4.33028 -5.88947 2.06778 0.13 0.38 -0.10 0.102
H -1.36488 0.32426 -3.88117 -0.16 -0.06 0.14 0.069
H -3.85300 1.20847 -2.11361 0.12 -0.23 -0.07 0.097
C -2.01559 -0.50141 -3.57441 0.14 0.30 -0.05 -0.031
C -3.76887 0.13256 -1.91264 0.07 0.13 0.19 -0.049
N -2.40779 -0.34797 -2.17557 0.42 -1.47 0.53 -0.158
H -1.48205 -1.44582 -3.71258 -0.22 -0.03 0.04 0.075
C -1.73206 -1.02164 -1.19391 -1.79 1.14 -0.08 -0.308
O -0.70528 -1.67782 -1.32708 0.81 -0.29 -0.29 -0.118
H -4.01189 -0.04868 -0.85655 0.03 0.06 -0.30 0.081
H -2.22862 -0.91154 -0.20607 0.19 -0.06 -0.35 0.114
H -2.92558 -0.46512 -4.18154 0.22 -0.18 0.02 0.091
H -4.48578 -0.39483 -2.55491 0.17 -0.02 0.17 0.090
O -0.75454 2.12888 -3.05472 -0.27 -2.24 0.21 -0.137
C -0.22196 2.91376 -2.01298 0.87 0.67 -1.04 -0.301
C -2.03818 2.42864 -0.33917 -0.26 0.53 -0.36 -0.037
C -0.90640 3.17401 -0.71623 0.40 -0.94 0.90 -0.154
H -2.24108 1.49808 -0.86761 -0.12 0.81 -0.11 0.070
C -2.90976 2.91146 0.63828 0.33 0.13 0.17 -0.095
H 0.83610 2.66259 -1.94164 0.17 0.65 0.53 0.064
C -0.37655 4.03635 0.28903 -0.45 0.19 -0.53 -0.026
H -3.90169 2.46245 0.74256 0.39 0.00 0.18 0.107
C -2.51972 3.99778 1.43371 0.01 0.01 0.03 -0.132
C -1.20436 4.48617 1.32476 -0.36 -0.24 -0.01 -0.111
H 0.66618 4.36912 0.25347 -0.45 0.13 -0.31 0.110
H -3.22339 4.42437 2.16561 0.44 -0.21 -0.36 0.098
H -0.85326 5.23817 2.04557 -0.05 -0.39 -0.40 0.099
Si 2.26241 -1.13970 -3.60530 0.55 -0.48 1.43 0.504
Cl 1.37718 0.29700 -1.86768 0.14 0.19 -3.06 0.543
C 1.31587 -2.72942 -3.54183 -0.20 -0.14 -0.19 -0.185
C 3.98673 -1.30578 -2.86588 0.22 0.24 -0.07 -0.209
C 2.34197 -0.48156 -5.31420 -0.42 0.52 -0.08 -0.172
H 0.46776 -2.73070 -2.84905 0.13 0.07 -0.11 0.012
H 1.99507 -3.55249 -3.27758 -0.13 0.26 0.00 0.041
H 0.94900 -2.91014 -4.56371 -0.04 -0.03 0.29 0.045
H 1.41443 -0.73350 -5.84272 0.21 0.26 0.03 0.046
H 3.18007 -1.00174 -5.80712 -0.20 0.13 0.22 0.057
H 2.51833 0.59778 -5.34301 -0.03 -0.14 -0.18 0.048
H 4.15652 -0.76227 -1.92168 -0.10 -0.11 -0.38 -0.017
H 4.69038 -0.89991 -3.61207 -0.09 -0.13 0.33 0.043
H 4.24658 -2.36103 -2.69495 -0.16 0.23 -0.14 0.035
C -0.21923 -3.00971 4.69966 -0.20 -0.24 0.33 -0.177
Si 0.94782 -1.56237 4.63845 -0.59 0.18 -0.66 0.443
C 0.66403 -0.25149 5.92043 0.06 0.15 0.38 -0.182
C 2.72632 -2.12746 4.60018 0.38 0.03 -0.03 -0.166
C 0.53399 -0.88015 2.96130 0.93 -0.10 -1.94 -0.187
C 0.58962 -0.72672 1.73450 0.52 -0.73 1.80 -0.179
H -0.33484 -3.40702 5.71164 -0.05 -0.09 -0.06 0.034
H 0.12025 -3.82182 4.04717 0.02 0.11 0.10 0.015
H -1.20171 -2.69952 4.32827 0.09 0.00 0.14 0.039
H 1.33383 -0.38532 6.77697 -0.11 0.00 -0.06 0.033
H 0.86105 0.73904 5.49836 0.04 -0.14 0.05 0.034
H -0.36446 -0.25242 6.29543 0.10 -0.03 -0.08 0.034
H 2.81780 -3.15654 4.23758 -0.12 0.06 0.05 0.006
H 3.32789 -1.49402 3.93917 -0.07 0.02 0.12 0.035
H 3.16983 -2.08781 5.60122 -0.03 -0.04 -0.11 0.036

***

Record 2
51
Properties=species:S:1:pos:R:3:forces:R:3:nbo_charge:R:1 method="wB97M-V/def2-TZVPD" homo_lumo_gap_ev=8.003 mol_weight_g_mol=286.46 relative_energy_kcal_mol=1.7 max_force_ev_per_a=0.535 total_charge=0
H -4.15813 -0.06018 -2.82719 0.18 0.10 0.15 0.328
N -3.92611 -0.89925 -2.30026 -0.39 -0.08 -0.29 -0.731
C -2.97369 -0.72076 -1.45688 0.14 0.29 0.06 0.229
C -2.54080 -1.83526 -0.62621 -0.01 -0.23 0.09 -0.102
C -1.55608 -1.71719 0.29667 -0.05 -0.13 -0.04 0.221
N -0.86847 -0.52267 0.47389 -0.37 0.17 -0.03 -0.381
C 0.33742 -0.41750 1.26722 0.53 -0.07 -0.08 -0.206
C 1.58635 -0.76655 0.44619 0.05 0.03 0.30 -0.408
C 2.88306 -0.46975 1.20072 -0.12 0.11 -0.04 -0.393
C 3.22348 1.01882 1.30579 0.06 -0.20 -0.24 -0.399
C 3.66885 1.62480 -0.02446 0.11 0.17 0.27 -0.395
C 4.06558 3.09745 0.09133 -0.18 -0.09 -0.15 -0.389
C 2.87904 4.02331 0.33592 0.25 -0.07 0.02 -0.607
C -1.23435 0.54167 -0.30055 -0.22 0.03 -0.26 0.220
C -2.23667 0.49171 -1.20510 0.19 0.16 -0.07 -0.069
C -2.45066 1.82943 -1.85553 -0.07 -0.12 0.04 -0.431
C -1.19505 2.62150 -1.45856 -0.04 -0.01 -0.01 -0.386
C -0.63513 1.91917 -0.21069 0.04 0.06 0.04 -0.438
C -1.16800 -2.86491 1.19359 -0.10 -0.09 0.12 -0.428
C -2.17109 -4.01468 1.15164 0.21 -0.08 -0.17 -0.388
C -2.54447 -4.32542 -0.28921 -0.24 0.14 0.19 -0.393
C -3.27695 -3.12274 -0.86103 0.21 -0.18 -0.01 -0.421
H 0.27951 -1.07313 2.13614 -0.03 0.11 -0.04 0.210
H 0.40675 0.60623 1.63774 -0.03 -0.10 0.05 0.207
H 1.56385 -0.21375 -0.49353 -0.06 0.00 -0.09 0.203
H 1.55495 -1.82809 0.19313 -0.07 0.00 -0.08 0.209
H 3.70732 -0.97891 0.69648 0.05 -0.05 0.07 0.206
H 2.80495 -0.88968 2.20675 0.06 -0.10 0.03 0.200
H 2.36431 1.56595 1.69472 -0.03 0.09 0.11 0.190
H 4.03600 1.13672 2.02676 -0.02 0.08 0.06 0.205
H 2.87353 1.53424 -0.76700 -0.03 -0.05 -0.11 0.190
H 4.52657 1.05717 -0.39382 -0.02 -0.08 -0.06 0.202
H 4.78975 3.21300 0.90093 0.10 0.01 -0.02 0.194
H 4.55767 3.39876 -0.83635 0.08 0.02 0.05 0.201
H 2.14054 3.91603 -0.45618 -0.13 0.01 -0.08 0.199
H 3.20852 5.05952 0.35444 -0.06 0.12 0.02 0.213
H 2.39974 3.80673 1.28733 -0.12 0.02 0.09 0.199
H -2.55914 1.75143 -2.93877 -0.07 0.03 -0.01 0.212
H -3.35901 2.29725 -1.46297 -0.06 0.03 -0.08 0.205
H -1.41121 3.67258 -1.27393 0.07 0.03 -0.03 0.211
H -0.46186 2.56494 -2.26479 0.01 0.01 0.02 0.203
H 0.45416 1.92211 -0.20930 0.08 0.01 0.11 0.212
H -0.97709 2.41333 0.70466 0.09 -0.01 0.06 0.213
H -0.18208 -3.23821 0.89756 0.05 0.03 0.09 0.208
H -1.09399 -2.51548 2.22692 0.09 0.01 -0.06 0.212
H -1.73747 -4.88780 1.64416 -0.03 0.05 0.07 0.206
H -3.07282 -3.73218 1.69862 -0.04 -0.02 0.06 0.199
H -1.63921 -4.52229 -0.86757 0.05 -0.06 -0.05 0.193
H -3.17841 -5.21200 -0.33924 0.04 -0.04 -0.05 0.209
H -4.27142 -3.03869 -0.41363 -0.09 -0.05 -0.08 0.212
H -3.43252 -3.21675 -1.93655 -0.08 -0.01 0.05 0.245